Molecular formula: C68H153N9O11
Method: DFT, the ωB97M-V functional and the def2-TZVPD basis

For the total energy, the calculation gives -108917.1306 eV. The molar mass comes out at 1273.0 g mol⁻¹. The calculation puts the largest force on an atom at 3.67 eV Å⁻¹. Its LUMO energy is 0.4 eV.

Element x y z (Å)
C (-13.089, 23.638, 7.806)
C (-13.182, 22.114, 7.377)
C (-11.845, 21.371, 7.664)
C (-14.203, 21.426, 8.306)
C (-15.695, 21.800, 8.007)
C (-16.109, 21.592, 6.611)
C (-15.100, 22.216, 5.597)
C (-15.494, 21.541, 4.254)
C (-15.286, 23.756, 5.532)
N (-13.687, 21.855, 5.957)
O (-12.774, 22.201, 5.004)
H (-12.442, 23.827, 8.662)
H (-12.837, 24.225, 6.923)
H (-14.021, 24.105, 8.122)
H (-11.031, 21.922, 7.192)
H (-11.535, 21.476, 8.703)
H (-11.871, 20.354, 7.274)
H (-14.014, 20.364, 8.147)
H (-14.008, 21.612, 9.362)
H (-16.287, 21.300, 8.773)
H (-15.852, 22.856, 8.230)
H (-17.094, 22.057, 6.622)
H (-16.230, 20.524, 6.429)
H (-15.005, 21.929, 3.360)
H (-16.560, 21.704, 4.097)
H (-15.420, 20.456, 4.182)
H (-16.038, 24.134, 4.840)
H (-14.351, 24.293, 5.367)
H (-15.526, 23.996, 6.568)
H (-12.667, 21.377, 4.522)
C (-22.654, 16.877, 13.880)
C (-22.952, 17.559, 12.541)
C (-23.647, 18.937, 12.836)
C (-21.619, 17.821, 11.787)
C (-20.926, 16.649, 11.104)
C (-21.956, 16.079, 10.065)
C (-23.306, 15.694, 10.779)
C (-24.265, 15.442, 9.662)
C (-23.079, 14.288, 11.448)
N (-23.802, 16.772, 11.696)
O (-25.032, 16.518, 12.250)
H (-22.285, 15.895, 13.584)
H (-21.840, 17.405, 14.377)
H (-23.474, 16.773, 14.590)
H (-24.243, 19.068, 13.739)
H (-22.879, 19.704, 12.933)
H (-24.135, 19.386, 11.970)
H (-21.583, 18.714, 11.163)
H (-20.842, 18.127, 12.488)
H (-19.980, 16.988, 10.681)
H (-20.716, 15.925, 11.891)
H (-21.402, 15.235, 9.653)
H (-22.160, 16.790, 9.265)
H (-24.519, 16.400, 9.206)
H (-25.256, 15.248, 10.073)
H (-23.933, 14.673, 8.965)
H (-23.981, 13.788, 11.801)
H (-22.458, 14.250, 12.343)
H (-22.592, 13.566, 10.792)
H (-25.660, 16.961, 11.675)
C (-23.930, 16.332, -2.722)
C (-24.180, 16.176, -1.203)
C (-25.671, 16.453, -0.899)
C (-23.838, 14.733, -0.801)
C (-23.726, 14.520, 0.681)
C (-22.728, 15.549, 1.303)
C (-22.912, 17.062, 0.916)
C (-24.083, 17.620, 1.761)
C (-21.657, 17.823, 1.206)
N (-23.167, 17.116, -0.543)
O (-23.352, 18.429, -0.975)
H (-24.425, 17.131, -3.274)
H (-22.869, 16.223, -2.946)
H (-24.470, 15.512, -3.196)
H (-25.957, 16.124, 0.100)
H (-25.896, 17.518, -0.858)
H (-26.343, 16.046, -1.654)
H (-24.624, 14.038, -1.098)
H (-23.002, 14.349, -1.386)
H (-24.660, 14.685, 1.218)
H (-23.421, 13.509, 0.953)
H (-21.684, 15.270, 1.160)
H (-22.914, 15.521, 2.377)
H (-24.860, 16.857, 1.805)
H (-24.525, 18.573, 1.469)
H (-23.771, 17.684, 2.803)
H (-21.402, 17.853, 2.266)
H (-21.575, 18.835, 0.812)
H (-20.817, 17.378, 0.674)
H (-22.551, 18.613, -1.470)
C (-26.024, 22.057, 10.099)
C (-24.988, 22.210, 8.953)
C (-24.864, 23.721, 8.627)
C (-23.697, 21.554, 9.467)
C (-22.555, 21.396, 8.430)
C (-23.081, 20.519, 7.361)
C (-24.509, 20.936, 6.724)
C (-24.265, 22.059, 5.639)
C (-25.068, 19.684, 6.123)
N (-25.428, 21.365, 7.827)
O (-26.639, 21.748, 7.270)
H (-25.755, 22.724, 10.917)
H (-27.040, 22.309, 9.795)
H (-26.081, 21.030, 10.461)
H (-24.215, 24.209, 9.354)
H (-24.398, 23.947, 7.667)
H (-25.824, 24.239, 8.647)
H (-23.417, 22.019, 10.412)
H (-23.921, 20.546, 9.815)
H (-22.233, 22.373, 8.068)
H (-21.709, 20.991, 8.985)
H (-23.159, 19.502, 7.747)
H (-22.260, 20.425, 6.650)
H (-23.530, 22.821, 5.899)
H (-25.217, 22.446, 5.276)
H (-23.971, 21.686, 4.658)
H (-25.173, 18.910, 6.883)
H (-24.389, 19.161, 5.448)
H (-26.023, 19.775, 5.605)
H (-27.169, 20.974, 7.476)
C (-18.762, 11.840, 5.927)
C (-20.236, 12.255, 6.080)
C (-20.253, 13.703, 6.667)
C (-20.846, 12.428, 4.595)
C (-22.409, 12.618, 4.492)
C (-22.953, 11.288, 5.179)
C (-22.556, 11.191, 6.624)
C (-23.355, 12.128, 7.495)
C (-23.057, 9.807, 7.119)
N (-21.056, 11.250, 6.793)
O (-20.615, 10.995, 8.103)
H (-18.187, 12.385, 5.178)
H (-18.082, 11.901, 6.776)
H (-18.798, 10.833, 5.512)
H (-19.586, 14.412, 6.176)
H (-21.250, 14.131, 6.777)
H (-19.920, 13.444, 7.672)
H (-20.459, 13.308, 4.082)
H (-20.486, 11.547, 4.064)
H (-22.722, 13.479, 5.082)
H (-22.719, 12.842, 3.472)
H (-22.595, 10.433, 4.605)
H (-24.031, 11.406, 5.067)
H (-23.271, 13.199, 7.313)
H (-23.034, 12.116, 8.536)
H (-24.436, 12.002, 7.419)
H (-24.116, 9.647, 6.917)
H (-22.757, 9.565, 8.139)
H (-22.542, 9.057, 6.519)
H (-19.965, 10.294, 8.017)
C (-27.069, 14.266, 7.250)
C (-26.993, 14.847, 5.839)
C (-26.218, 16.179, 5.946)
C (-26.088, 13.987, 4.962)
C (-26.828, 12.818, 4.285)
C (-28.047, 13.354, 3.443)
C (-29.053, 14.102, 4.305)
C (-29.854, 14.836, 3.265)
C (-29.804, 13.125, 5.154)
N (-28.329, 15.092, 5.148)
O (-29.157, 15.870, 5.919)
H (-27.315, 13.220, 7.065)
H (-26.128, 14.370, 7.789)
H (-27.879, 14.800, 7.747)
H (-26.711, 17.006, 6.457)
H (-25.239, 16.143, 6.424)
H (-25.954, 16.621, 4.985)
H (-25.533, 14.491, 4.172)
H (-25.273, 13.628, 5.590)
H (-26.065, 12.275, 3.727)
H (-27.256, 12.061, 4.942)
H (-28.426, 12.461, 2.946)
H (-27.776, 13.929, 2.558)
H (-30.318, 14.137, 2.570)
H (-29.364, 15.551, 2.605)
H (-30.628, 15.363, 3.823)
H (-30.450, 12.493, 4.546)
H (-30.512, 13.658, 5.789)
H (-29.277, 12.494, 5.870)
H (-29.317, 15.304, 6.677)
C (-15.604, 19.871, 11.469)
O (-15.690, 19.039, 10.336)
C (-17.075, 18.715, 10.038)
C (-17.120, 17.968, 8.739)
C (-18.380, 17.827, 7.985)
N (-16.403, 16.710, 8.837)
H (-16.023, 19.345, 12.327)
H (-16.141, 20.804, 11.297)
H (-14.566, 20.124, 11.683)
H (-17.506, 18.068, 10.803)
H (-17.653, 19.630, 9.904)
H (-16.382, 18.439, 8.090)
H (-18.899, 18.776, 7.853)
H (-19.143, 17.213, 8.463)
H (-18.185, 17.271, 7.068)
H (-15.738, 17.043, 9.521)
H (-15.865, 16.536, 7.999)
C (-22.387, 16.553, 5.508)
O (-21.833, 17.742, 4.821)
C (-20.590, 18.149, 5.226)
C (-19.912, 18.984, 4.165)
C (-18.454, 19.423, 4.609)
N (-20.635, 20.202, 3.942)
H (-22.334, 16.630, 6.594)
H (-21.860, 15.676, 5.132)
H (-23.421, 16.489, 5.167)
H (-20.605, 18.702, 6.165)
H (-19.997, 17.261, 5.446)
H (-19.757, 18.353, 3.290)
H (-18.433, 20.030, 5.514)
H (-17.936, 19.904, 3.779)
H (-17.901, 18.508, 4.821)
H (-20.391, 20.783, 3.153)
H (-21.573, 19.919, 3.696)
C (-17.798, 15.480, 3.357)
O (-16.447, 15.376, 3.857)
C (-16.160, 15.660, 5.214)
C (-14.742, 15.162, 5.570)
C (-14.536, 13.729, 5.435)
N (-14.285, 15.679, 6.796)
H (-18.075, 16.525, 3.497)
H (-18.476, 14.798, 3.871)
H (-17.785, 15.235, 2.295)
H (-16.246, 16.734, 5.380)
H (-16.920, 15.311, 5.914)
H (-14.068, 15.624, 4.849)
H (-15.278, 13.274, 6.092)
H (-13.554, 13.323, 5.675)
H (-14.873, 13.413, 4.447)
H (-13.402, 15.222, 6.974)
H (-13.850, 16.557, 6.549)
O (-19.454, 21.952, 1.914)
C (-18.710, 23.080, 2.172)
C (-19.272, 23.786, 3.436)
O (-19.110, 22.950, 4.565)
H (-20.297, 22.184, 1.517)
H (-17.730, 22.672, 2.420)
H (-18.652, 23.745, 1.311)
H (-20.322, 24.032, 3.276)
H (-18.795, 24.748, 3.624)
H (-19.608, 22.135, 4.466)